[1]
Below is a structure of composition C4H2ClF5O2SbSe4Ti, with properties calculated with the ωB97M-V functional and the def2-TZVPD basis.

```
20
C4H2ClF5O2SbSe4Ti (the ωB97M-V functional and the def2-TZVPD basis)
Ti -0.4248 0.1143 0.1463
Se 2.3883 2.5482 2.8351
Sb 0.0477 2.4256 2.3835
Se -0.5876 -0.1301 2.4560
Se -0.2118 2.3904 -0.2528
Se -1.7187 3.7058 3.3240
Cl 4.5380 0.6380 -1.2508
C 3.1590 0.0667 -0.2990
C 2.1859 -0.7660 -1.1163
O 2.4639 -1.3508 -2.1202
O 0.9821 -0.8203 -0.5336
H 2.6680 0.9220 0.1602
H 3.5413 -0.5612 0.5053
F -3.4426 -0.0101 0.1650
C -2.4043 -0.4000 -0.6287
F -2.5764 0.2291 -1.8466
C -2.6130 -1.8930 -0.9203
F -1.6108 -2.3723 -1.6672
F -2.6271 -2.5894 0.2275
F -3.7573 -2.1468 -1.5675
```

As for the total charge: -1. The calculation puts the LUMO energy at 1.3 eV. As for the HOMO energy: -5.582 eV. The value obtained for the energy above the lowest of the compared OMol25 structures with the same formula, charge and spin is 0.0 kcal per mole. The molar mass is 697.968 Da. The value obtained for the gap between HOMO and LUMO is 6.875 eV.


[2]
Below is a structure of composition C4H2ClIrN3O2Se3Te, with properties calculated with the ωB97M-V functional and the def2-TZVPD basis.

```
17
C4H2ClIrN3O2Se3Te (the ωB97M-V functional and the def2-TZVPD basis)
Ir -0.4013 0.3317 0.2204
Se -2.5504 0.4361 1.2202
Se -3.1250 -1.8205 1.4658
Te -1.4279 -2.1192 3.2794
Se 0.5397 -0.9930 1.9357
Cl 2.9658 3.7347 1.6572
C 2.2297 3.3722 0.0763
C 1.3045 2.1823 0.1366
O 1.4106 1.2710 -0.7300
O 0.3906 2.1237 1.0110
H 3.0242 3.1723 -0.6343
H 1.6645 4.2505 -0.2273
N -0.8594 -1.1963 -0.9251
C -0.8447 -2.1388 -1.6093
N -0.8592 -3.0908 -2.4569
C -1.4761 -4.2392 -2.2473
N -1.9856 -5.2769 -2.1723
```

As for the total charge: -1. The calculation puts the LUMO energy at 1.5 eV. As for the HOMO energy: -4.468 eV. The value obtained for the energy above the lowest of the compared OMol25 structures with the same formula, charge and spin is 0.0 kcal per mole. The molar mass is 716.229 Da. The value obtained for the gap between HOMO and LUMO is 5.958 eV.


[3]
Below is the molecule C4H2ClNO at a distorted geometry, with properties calculated with the ωB97M-V functional and the def2-TZVPD basis.

```
9
C4H2ClNO (the ωB97M-V functional and the def2-TZVPD basis)
N 2.3221 -1.4862 -0.0238
C 1.3570 -0.8598 0.0034
C 0.1398 -0.1039 -0.0017
C 0.2498 1.3766 0.0131
O 1.3097 1.9485 -0.0370
C -1.0170 -0.7803 -0.0170
Cl -2.5928 -0.0650 -0.0198
H -0.7118 1.8601 0.0720
H -1.0566 -1.8899 0.0109
```

As for the total charge: 0. The SMILES is N#C/C(C=O)=C/Cl. The calculation puts the LUMO energy at -1.0 eV. As for the HOMO energy: -10.721 eV. The value obtained for the energy above the lowest of the compared OMol25 structures with the same formula, charge and spin is 1.5 kcal per mole. The molar mass is 115.519 Da. The value obtained for the gap between HOMO and LUMO is 9.698 eV.


[4]
Below is the ion C4H2ClO2 with charge -1 at a distorted geometry, with properties calculated with the ωB97M-V functional and the def2-TZVPD basis.

```
9
C4H2ClO2 (the ωB97M-V functional and the def2-TZVPD basis)
O 0.7255 -2.6869 -0.5310
C 0.3049 -1.6197 -0.8344
C -0.1377 -0.4383 -1.0237
C 0.2716 0.7553 -0.0607
O 1.0449 1.5936 -0.5458
C -0.3725 0.6790 1.1248
Cl -0.1796 1.9269 2.3354
H -0.6422 -0.0868 -1.9007
H -1.0149 -0.1229 1.4362
```

As for the total charge: -1. The SMILES is O=C=C/C([O-])=C/Cl. The calculation puts the LUMO energy at 3.9 eV. As for the HOMO energy: -2.979 eV. The value obtained for the energy above the lowest of the compared OMol25 structures with the same formula, charge and spin is 25.2 kcal per mole. The molar mass is 117.511 Da. The value obtained for the gap between HOMO and LUMO is 6.833 eV.